1.
Formula: C24H25BrI2NO5SiTi
Source: the Open Molecules 2025 dataset
Level of theory: ωB97M-V with the def2-TZVPD basis set

Element x y z (Å)
Ti  1.89010  -1.35396  -0.20900
Br  3.25065  1.05658  1.84618
C  2.43900  -0.46868  2.62877
C  2.36768  -0.59982  3.99185
C  1.86572  -1.79539  4.50869
C  1.52113  -2.81093  3.64078
C  1.62142  -2.60358  2.28048
N  2.02512  -1.40327  1.76390
C  1.44993  -3.63591  1.22227
O  1.06299  -4.75817  1.44000
O  1.79552  -3.15871  0.05085
H  2.71288  0.19105  4.63911
H  1.79350  -1.92494  5.57967
H  1.19412  -3.78083  3.98881
I  4.57407  -1.78522  0.03023
I  7.72405  -1.68899  -0.03878
C  2.18642  -1.68190  -3.99165
C  1.87019  -1.36634  -2.55780
O  0.86522  -1.85433  -1.98138
O  2.65012  -0.61891  -1.88998
H  1.37114  -1.32158  -4.61972
H  2.25837  -2.76241  -4.10796
H  3.12419  -1.21274  -4.27487
C  -2.13708  2.95871  1.00786
C  -0.75828  2.29390  1.10006
C  0.30661  3.35354  0.79615
C  -0.57291  1.75273  2.52111
Si  -0.58089  0.85348  -0.14746
O  0.86017  0.15308  0.02991
C  -1.95120  -0.43190  0.17499
C  -3.31987  -0.15119  0.14090
C  -4.26755  -1.13651  0.37875
C  -3.87052  -2.43498  0.66205
C  -2.51990  -2.74345  0.70187
C  -1.58629  -1.74777  0.45902
C  -0.76339  1.51892  -1.90981
C  0.37463  1.64375  -2.70938
C  0.28733  2.08097  -4.02377
C  -0.94743  2.40945  -4.56511
C  -2.08862  2.30659  -3.78259
C  -1.99374  1.86736  -2.47014
H  -2.18371  3.81417  1.69116
H  -2.93299  2.26669  1.29059
H  -2.33470  3.32714  -0.00269
H  0.27639  4.14895  1.54916
H  0.13290  3.80604  -0.18396
H  1.31033  2.92675  0.79591
H  -0.60816  2.56962  3.25065
H  0.38694  1.24774  2.62974
H  -1.35937  1.03495  2.77272
H  -3.66225  0.85308  -0.07840
H  -5.32211  -0.89022  0.33964
H  -4.61164  -3.20367  0.84326
H  -2.18692  -3.75236  0.91366
H  -0.54152  -2.00719  0.47260
H  1.34305  1.39377  -2.29202
H  1.18459  2.16590  -4.62518
H  -1.02148  2.74114  -5.59363
H  -3.05489  2.56561  -4.19908
H  -2.89904  1.78418  -1.87900

The HOMO-LUMO gap (spin up / spin down) comes out at 4.4 / 4.5 eV. The value obtained for the total energy is -5669.2251 a.u. Its energy relative to the best compared isomer or geometry (same formula, charge and spin) is 197.7 kJ/mol. The value obtained for the LUMO energy (spin up / spin down) is 1.20 / 1.21 eV. As for the net charge: -1.

Here are the Mulliken charges for atoms 1 to 4, given in e: number 1, Ti, carries -0.28; number 2, Br, carries -0.02; number 3, C, carries -0.37; number 4, C, carries -0.35



2.
Formula: C4H6N4
Source: the Open Molecules 2025 dataset
Level of theory: ωB97M-V with the def2-TZVPD basis set

Element x y z (Å)
C  -0.26269  -0.67912  -1.07753
C  -0.75013  1.55083  0.19164
C  -0.03293  1.57271  1.27018
C  0.93258  0.43299  1.46700
H  0.81179  -1.95094  0.08945
H  -0.94109  -1.30147  0.59240
H  0.21313  -1.94456  -2.05304
H  -1.09142  1.05165  -1.68142
H  -1.41935  2.49340  -0.13803
H  0.04394  2.62552  1.82897
N  -0.43982  -1.75685  -0.18772
N  0.27556  -0.89922  -2.18232
N  -1.03317  0.50339  -0.78831
N  1.63485  -0.45277  1.76605

The HOMO-LUMO gap comes out at 10.2 eV. The value obtained for the total energy is -374.9268 a.u. Its energy relative to the best compared isomer or geometry (same formula, charge and spin) is 353.2 kJ/mol. The value obtained for the LUMO energy is 0.40 eV.

Here are the Mulliken charges for atoms 1 to 4, given in e: number 1, C, carries 0.32; number 2, C, carries 0.00; number 3, C, carries -0.38; number 4, C, carries 0.38



3.
Formula: C28H29BN7PSr
Source: the Open Molecules 2025 dataset
Level of theory: ωB97M-V with the def2-TZVPD basis set

Element x y z (Å)
H  -0.31747  -1.39314  -4.83715
N  0.67251  0.27910  -3.95259
B  2.48283  2.02851  -3.28901
N  2.00822  0.65621  -3.87015
C  2.76330  -0.26516  -4.50965
Sr  -1.55628  0.93238  -3.32860
H  3.83755  -0.15012  -4.58691
C  1.92967  -1.26746  -4.99832
H  2.22235  -2.15456  -5.53805
C  0.63181  -0.89457  -4.63499
H  3.29001  2.48605  -4.07460
C  -0.22169  1.81329  1.41130
H  -0.41052  2.58160  2.18627
H  -1.08158  1.78997  0.72175
H  0.67420  2.10062  0.83725
N  3.30481  1.84845  -1.96206
N  1.33571  3.08963  -3.12438
N  2.75262  1.31284  -0.81865
N  -0.02572  2.81966  -2.99002
C  4.60983  2.15234  -1.74646
C  1.51331  4.42825  -3.20092
H  5.21617  2.58746  -2.53277
H  2.50246  4.84007  -3.34329
C  4.92371  1.80588  -0.43337
C  0.27181  5.05320  -3.10498
C  3.72348  1.27908  0.10130
C  -0.66701  4.02371  -2.94917
H  5.87784  1.91930  0.05322
H  0.08174  6.11116  -3.13550
H  3.56908  0.88833  1.10233
H  -1.74444  4.09086  -2.83145
H  0.54460  0.63348  2.79274
N  -0.04622  0.51438  1.99434
P  -1.04839  -0.79735  1.94720
C  -1.68474  -0.93719  0.27568
C  -0.84275  -1.38308  -0.76644
C  -1.39407  -1.76756  -1.99185
C  -2.75787  -1.53669  -2.25270
C  -3.54416  -0.89852  -1.28245
C  -3.02755  -0.63136  -0.01365
C  -0.00933  -2.17150  2.45882
C  0.54436  -2.14298  3.75623
C  1.41072  -3.15661  4.17281
C  1.70358  -4.22288  3.30988
C  1.11408  -4.28179  2.04122
C  0.24723  -3.27018  1.61796
C  -2.36359  -0.67172  3.17219
C  -3.02156  0.55051  3.40143
C  -4.01586  0.63681  4.37860
C  -4.37561  -0.49098  5.12397
C  -3.74600  -1.71517  4.87718
C  -2.74940  -1.81104  3.90551
H  0.23174  -1.50494  -0.58049
H  -0.77986  -2.30385  -2.72109
H  -3.20990  -1.86865  -3.19348
H  -4.59458  -0.68051  -1.49882
H  -3.65886  -0.20364  0.77085
H  0.28293  -1.33618  4.44900
H  1.84632  -3.10971  5.17431
H  2.39013  -5.01423  3.62107
H  1.33067  -5.12163  1.37650
H  -0.23230  -3.32977  0.64186
H  -2.75494  1.43479  2.81708
H  -4.51441  1.59039  4.55284
H  -5.14929  -0.42350  5.89154
H  -4.03117  -2.60098  5.44563
H  -2.26432  -2.76910  3.71416

The HOMO-LUMO gap (spin up / spin down) comes out at 3.0 / 3.1 eV. The value obtained for the total energy is -1864.5426 a.u. Its energy relative to the best compared isomer or geometry (same formula, charge and spin) is 0.0 kJ/mol. The value obtained for the LUMO energy (spin up / spin down) is -0.30 / -0.32 eV.

Here are the Mulliken charges for atoms 1 to 4, given in e: number 1, H, carries 0.52; number 2, N, carries -0.24; number 3, B, carries -0.02; number 4, N, carries 0.08



4.
Formula: C38H61NO27
Source: the Open Molecules 2025 dataset
Level of theory: ωB97M-V with the def2-TZVPD basis set

Element x y z (Å)
C  -7.32900  -9.49700  16.26400
C  -6.29900  -10.55600  16.40400
C  -5.85600  -10.68300  17.90200
O  -6.68000  -11.69000  18.46200
C  -7.36800  -12.33700  17.54600
O  -8.00100  -13.38000  17.72000
O  -7.14500  -11.77700  16.41200
H  -7.88500  -9.44400  17.19600
H  -7.98500  -9.68600  15.41700
H  -6.82800  -8.51000  16.29300
H  -5.48300  -10.39000  15.72700
H  -5.98600  -9.85800  18.50700
H  -4.75300  -10.84100  18.19700
C  -4.84700  -15.40000  13.18400
C  -5.89100  -16.04800  12.26900
C  -5.14800  -16.93200  11.16100
O  -5.75700  -18.20200  11.43300
C  -6.50000  -18.21700  12.48700
O  -7.16900  -19.17900  12.76700
O  -6.57000  -17.04000  13.12900
H  -5.24100  -15.22600  14.20200
H  -4.55700  -14.39700  12.80900
H  -3.90500  -16.08200  13.27500
H  -6.48000  -15.23300  11.87700
H  -4.05900  -16.95200  11.29100
H  -5.27100  -16.76100  10.14300
C  -11.58900  -11.38200  14.95000
C  -12.04800  -11.20500  13.47300
C  -13.55100  -10.95400  13.21300
O  -13.54100  -10.19000  12.05600
C  -12.34400  -9.69300  11.83500
O  -12.02000  -9.03900  10.82800
O  -11.52400  -10.00800  12.84800
H  -11.56200  -10.52300  15.53600
H  -10.49200  -11.67800  14.92200
H  -12.18200  -12.25100  15.39600
H  -11.86400  -12.14800  12.81400
H  -13.94800  -10.36400  14.02900
H  -14.18700  -11.83100  12.99600
C  -5.44000  -11.17700  8.08500
C  -5.72300  -12.50900  8.69500
C  -4.82700  -13.61100  8.00800
O  -3.77900  -13.73900  8.83800
C  -3.94000  -13.21000  9.96500
O  -3.08000  -13.24100  10.92100
O  -5.15000  -12.60800  10.00000
H  -5.90800  -11.17200  7.10800
H  -4.42700  -10.99900  7.87500
H  -5.80400  -10.32100  8.64100
H  -6.82400  -12.64900  8.59600
H  -4.55100  -13.36600  6.93200
H  -5.44500  -14.55400  7.97600
C  -7.12000  -8.31100  6.56700
C  -8.64500  -8.12500  6.78900
C  -9.43600  -9.27200  7.40800
O  -9.50000  -8.92000  8.73200
C  -9.29000  -7.66400  8.91800
O  -9.32500  -7.01400  9.93200
O  -8.83800  -7.12500  7.76000
H  -6.57200  -7.38000  6.41600
H  -6.79700  -8.94800  5.80800
H  -6.69100  -8.64200  7.52100
H  -9.08000  -7.89500  5.78700
H  -9.03000  -10.22500  7.15100
H  -10.45700  -9.44300  6.98000
C  -4.96200  -11.20000  13.02200
C  -3.71000  -10.46500  12.63000
C  -3.99500  -9.59900  11.36900
O  -4.31000  -8.34500  11.90200
C  -3.99300  -8.25700  13.11900
O  -4.07500  -7.25400  13.71100
O  -3.49400  -9.39200  13.59000
H  -5.75100  -10.53600  13.36800
H  -4.83900  -11.86700  13.93800
H  -5.24900  -11.90100  12.20500
H  -2.80800  -11.13800  12.40200
H  -4.76100  -10.17100  10.79900
H  -3.08700  -9.58300  10.66700
C  -9.41400  -8.02100  13.92000
C  -8.46200  -7.29900  12.93200
C  -8.72300  -5.81400  12.93100
O  -7.98700  -5.29100  13.96500
C  -7.03300  -6.23800  14.25200
O  -6.08700  -6.14400  14.96400
O  -7.25800  -7.38500  13.58800
H  -9.26000  -7.68300  14.97600
H  -9.47200  -9.17300  13.83500
H  -10.47400  -7.88700  13.61100
H  -8.53800  -7.77800  11.97800
H  -9.76800  -5.50400  12.99000
H  -8.32100  -5.38500  12.06700
C  -8.52500  -13.67400  14.29900
O  -8.43200  -12.35900  13.85900
C  -8.68600  -12.08200  12.60300
O  -9.57600  -12.81200  11.76800
O  -7.99200  -10.96600  12.23700
C  -8.19600  -10.55100  10.90000
H  -9.48800  -13.73300  14.78800
H  -7.91600  -13.74100  15.17000
H  -8.16700  -14.35600  13.48800
H  -7.94300  -11.33600  10.19500
H  -7.48500  -9.71500  10.69700
H  -9.29800  -10.24100  10.75300
C  -0.72400  -16.18100  14.82900
O  -1.90000  -15.28000  14.73400
C  -2.26300  -14.49700  15.60500
O  -1.69400  -14.54300  16.89300
O  -3.40200  -13.77500  15.33100
C  -4.12200  -13.11900  16.31700
H  -0.42600  -16.43200  15.86400
H  0.14100  -15.62600  14.42000
H  -0.87000  -17.08700  14.23500
H  -5.14000  -13.00900  15.83200
H  -3.81400  -12.09600  16.47600
H  -4.27300  -13.62700  17.27100
C  -10.89100  -12.23500  8.60800
C  -12.06600  -12.79700  9.47400
C  -13.35300  -12.29900  8.97900
C  -14.55600  -12.43100  9.74100
N  -15.48700  -12.55500  10.36500
H  -10.96200  -12.67300  7.60200
H  -9.94200  -12.54100  8.96700
H  -11.03600  -11.15500  8.42600
H  -11.81700  -12.48400  10.50700
H  -12.09500  -13.84700  9.45000
H  -13.67900  -12.64300  7.99400
H  -13.32400  -11.19100  8.91600

The HOMO-LUMO gap comes out at 9.5 eV. The value obtained for the total energy is -3570.6004 a.u. Its energy relative to the best compared isomer or geometry (same formula, charge and spin) is 287.7 kJ/mol. The value obtained for the LUMO energy is -0.45 eV. Its SMILES is C[C@H]1COC(=O)O1.C[C@H]1COC(=O)O1.C[C@H]1COC(=O)O1.C[C@H]1COC(=O)O1.C[C@H]1COC(=O)O1.C[C@H]1COC(=O)O1.C[C@H]1COC(=O)O1.COC(=O)OC.COC(=O)OC.CCCC#N.

Here are the Mulliken charges for atoms 1 to 4, given in e: number 1, C, carries -0.68; number 2, C, carries 0.72; number 3, C, carries -0.76; number 4, O, carries -0.41



5.
Formula: C25H35AsBrI3IrN2O2Si3
Source: the Open Molecules 2025 dataset
Level of theory: ωB97M-V with the def2-TZVPD basis set

Element x y z (Å)
Ir  0.44604  -0.12135  0.72974
I  -2.42398  -4.38290  1.29117
C  -1.63906  -3.06952  2.68909
C  -1.89207  -3.27677  4.06123
C  -1.38145  -2.44708  5.02427
I  -1.83421  -2.81821  7.02070
C  -0.56620  -1.35009  4.64694
C  0.03422  -0.41603  5.52402
C  0.80008  0.60362  5.03117
C  0.98238  0.72392  3.64288
N  0.43212  -0.12546  2.80698
C  -0.33160  -1.15952  3.27242
C  -0.87012  -2.00979  2.27446
O  -0.58435  -1.76166  0.99433
H  -2.50988  -4.11677  4.34735
H  -0.12109  -0.51983  6.58990
H  1.27296  1.31696  5.69048
H  1.58886  1.51024  3.21300
Br  -2.82336  4.34145  0.08790
C  -2.49324  3.83484  1.87292
C  -2.62306  4.80168  2.86271
C  -2.38728  4.48023  4.18877
C  -2.02206  3.19040  4.54569
C  -1.89871  2.21530  3.57007
C  -2.13779  2.54357  2.24183
I  -2.04760  1.03018  0.81120
H  -2.90945  5.80567  2.58244
H  -2.49682  5.24412  4.94641
H  -1.84070  2.93765  5.58173
H  -1.63495  1.20287  3.83998
C  -2.77752  0.60883  -2.63210
Si  -1.54006  -0.75768  -2.93958
C  -2.11558  -2.38771  -2.24405
C  -1.18488  -0.84779  -4.76308
As  0.49657  -0.32063  -1.73582
Si  1.48007  1.70002  -2.55787
C  1.28489  1.75752  -4.41119
C  0.52262  3.06546  -1.72139
C  3.27906  1.74443  -2.08119
Si  1.92398  -2.19354  -2.21081
C  3.68036  -1.77069  -1.76426
C  1.27982  -3.60573  -1.18629
C  1.83747  -2.54899  -4.04247
H  -3.48647  0.63229  -3.46366
H  -2.31523  1.59482  -2.56277
H  -3.34957  0.44117  -1.72015
H  -3.19850  -2.49493  -2.34482
H  -1.86778  -2.46916  -1.18366
H  -1.64793  -3.22619  -2.76445
H  -2.13595  -1.05883  -5.26175
H  -0.48923  -1.64119  -5.02570
H  -0.80356  0.08975  -5.16354
H  0.26014  1.99335  -4.70174
H  1.56753  0.81430  -4.88086
H  1.93179  2.53815  -4.81971
H  -0.55499  2.95727  -1.85520
H  0.81637  4.03418  -2.13403
H  0.72659  3.08417  -0.64752
H  3.89777  1.24306  -2.82647
H  3.45274  1.27312  -1.11578
H  3.61216  2.78333  -2.01423
H  3.76853  -1.30536  -0.78708
H  4.13179  -1.10526  -2.50040
H  4.26323  -2.69565  -1.74759
H  1.18633  -3.32024  -0.13682
H  1.97222  -4.44879  -1.25214
H  0.29735  -3.94227  -1.51953
H  1.83703  -1.63675  -4.64044
H  0.95397  -3.13314  -4.30355
H  2.71487  -3.13269  -4.33292
O  4.44407  -0.46838  1.80323
C  3.40347  -0.18630  1.35871
N  2.35686  0.13499  0.85286

The HOMO-LUMO gap (spin up / spin down) comes out at 6.3 / 6.3 eV. The value obtained for the total energy is -7909.2517 a.u. Its energy relative to the best compared isomer or geometry (same formula, charge and spin) is 0.0 kJ/mol. The value obtained for the LUMO energy (spin up / spin down) is -4.21 / -4.21 eV. As for the net charge: +1.

Here are the Mulliken charges for atoms 1 to 4, given in e: number 1, Ir, carries 1.20; number 2, I, carries 0.09; number 3, C, carries -0.28; number 4, C, carries -0.27